#A
Formula: C2H5N3O2
Source: the Open Molecules 2025 dataset
Level of theory: the ωB97M-V functional and the def2-TZVPD basis

XYZ file:
```
12
Properties=species:S:1:pos:R:3:lowdin_charge:R:1
C 1.3504 0.2257 -0.9350 0.019
N 0.1220 0.2805 -0.1161 -0.099
N -0.1598 1.3195 0.7003 -0.033
O 0.7299 2.1621 0.7449 -0.027
C -0.7129 -0.8394 0.0545 -0.531
N -1.6155 -0.6992 1.0574 0.186
O -0.4618 -1.8464 -0.6163 0.054
H 1.7028 1.2400 -1.0137 0.075
H 2.0637 -0.3500 -0.3997 0.088
H 0.9939 -0.2344 -1.8497 0.095
H -1.7976 0.2297 1.2687 0.060
H -2.2152 -1.4881 1.1046 0.112
```

Summary:
SMILES string: CN(N=O)C(N)=O
LUMO, eV: 0.09
Molar mass, g/mol: 103.08



#B
Formula: C2H5N3O2
Source: the Open Molecules 2025 dataset
Level of theory: the ωB97M-V functional and the def2-TZVPD basis

XYZ file:
```
12
Properties=species:S:1:pos:R:3:lowdin_charge:R:1
O 1.7692 -0.1536 1.1871 0.003
C 1.0973 -1.1293 0.9775 -0.385
N -0.2275 -1.0224 0.6984 0.077
N -0.8610 0.4746 0.7631 0.061
N -0.4484 1.1760 -0.4156 -0.022
C -0.5405 0.7264 -1.7015 -0.342
O -1.1825 -0.2253 -2.1572 0.017
H 1.4343 -2.1768 1.1164 0.135
H -0.9409 -1.6574 0.5438 0.089
H -0.4227 0.8191 1.6480 0.125
H 0.4786 1.6017 -0.4313 0.125
H -0.1559 1.5669 -2.2289 0.116
```

Summary:
SMILES string: O=CNNNC=O
LUMO, eV: 0.77
Molar mass, g/mol: 103.08



#C
Formula: C2H5N3O2
Source: the Open Molecules 2025 dataset
Level of theory: the ωB97M-V functional and the def2-TZVPD basis

XYZ file:
```
12
Properties=species:S:1:pos:R:3:lowdin_charge:R:1
N 2.6764 -0.2176 0.0281 0.002
N 1.3078 -0.3251 0.0162 -0.017
C 0.7451 0.8040 -0.1943 -0.103
O -0.6758 0.7187 -0.0786 0.002
C -1.1710 -0.4916 -0.2140 -0.274
N -2.4330 -0.7571 -0.0806 -0.015
O -3.1603 0.4324 0.1559 -0.111
H 3.0152 0.5661 0.5283 0.070
H 3.1487 -1.0242 0.3529 0.070
H 1.1187 1.7102 -0.3755 0.101
H -0.4932 -1.3685 -0.3870 0.135
H -4.0787 -0.0475 0.2485 0.141
```

Summary:
SMILES string: N/N=C/O/C=N\O
LUMO, eV: 0.88
Molar mass, g/mol: 103.08



Short version: #A is the most stable of them.



#A
Formula: C2H5N3O2
Source: the Open Molecules 2025 dataset
Level of theory: the ωB97M-V functional and the def2-TZVPD basis

XYZ file:
```
12
Properties=species:S:1:pos:R:3:lowdin_charge:R:1
N -2.5609 -0.3060 0.0909 0.071
N -1.2437 0.3266 0.1827 -0.077
C -0.1095 -0.3166 0.3081 0.069
C 1.3150 0.7037 0.2460 -0.007
N 2.4233 -0.0336 -0.0986 -0.517
O 2.4050 -1.2598 -0.1593 -0.019
O 3.4617 0.6509 -0.2218 -0.009
H -2.8982 0.1145 -0.7760 0.094
H -2.3603 -1.2612 -0.1124 0.064
H -1.3363 1.2748 0.4445 0.137
H -0.1394 -1.4879 0.2878 0.153
H 1.0434 1.5945 -0.1919 0.041
```

Summary:
SMILES string: NN/C=C/[N+](=O)[O-]
LUMO, eV: -0.39
Molar mass, g/mol: 103.08



#B
Formula: C2H5N3O2
Source: the Open Molecules 2025 dataset
Level of theory: the ωB97M-V functional and the def2-TZVPD basis

XYZ file:
```
12
Properties=species:S:1:pos:R:3:lowdin_charge:R:1
H 2.0411 -1.3632 1.1765 0.083
N 2.0302 -0.3744 0.8521 0.152
C 1.1302 -0.1498 0.0227 -0.558
N 1.0244 0.9532 -0.7770 0.146
O 0.1596 -1.1391 -0.1853 0.032
C -1.1619 -1.1246 -0.2900 -0.226
N -2.0115 -0.2236 0.0610 -0.023
O -1.4700 0.8566 0.7462 -0.106
H 0.1755 1.4769 -0.7986 0.076
H 1.8820 1.5217 -0.6839 0.121
H -1.6920 -2.0679 -0.6507 0.154
H -2.1077 1.6341 0.5269 0.149
```

Summary:
SMILES string: [H]/N=C(/N)O/C=N\O
LUMO, eV: 0.64
Molar mass, g/mol: 103.08



Short version: #B is the most stable of them.



#A
Formula: C2H4N2O2S
Source: the Open Molecules 2025 dataset
Level of theory: the ωB97M-V functional and the def2-TZVPD basis

XYZ file:
```
11
Properties=species:S:1:pos:R:3:lowdin_charge:R:1
O -1.4103 -1.8250 -0.1010 0.108
C -0.7639 -0.8130 -0.0406 -0.545
N -1.3569 0.3782 0.2852 0.042
O -0.8508 1.5436 -0.4237 -0.059
N 0.6226 -0.8263 -0.1905 0.052
C 1.6034 0.0765 0.1106 -0.700
S 3.2003 -0.2035 -0.0634 0.647
H -2.3537 0.3092 0.1039 0.146
H -0.7092 2.1881 0.3449 0.138
H 0.8929 -1.7462 -0.5115 0.139
H 1.1254 0.9184 0.4861 0.030
```

Summary:
SMILES string: O=C(NO)NC=S
LUMO, eV: -0.14
Molar mass, g/mol: 120.13



#B
Formula: C2H4N2O2S
Source: the Open Molecules 2025 dataset
Level of theory: the ωB97M-V functional and the def2-TZVPD basis

XYZ file:
```
11
Properties=species:S:1:pos:R:3:lowdin_charge:R:1
C 0.2682 -0.0286 0.1996 -0.714
C -2.2489 -0.6500 0.2882 -0.493
H 1.9373 1.2227 -2.1191 0.190
H 2.3363 0.5432 0.0374 0.171
H 1.0418 -0.6741 1.5985 0.001
H -1.9208 -0.5581 1.6159 0.193
N 1.4036 0.4284 -0.4686 -0.135
N 0.1170 -0.6411 1.3607 0.049
O 1.3614 1.5866 -1.2802 -0.118
O -3.2042 -1.2717 -0.3147 -0.138
S -1.0915 0.0426 -0.9177 0.995
```

Summary:
LUMO, eV: 0.13
Molar mass, g/mol: 120.13



Short version: #A is the most stable of them.



#A
Formula: C4H6ClF
Source: the Open Molecules 2025 dataset
Level of theory: the ωB97M-V functional and the def2-TZVPD basis

XYZ file:
```
12
Properties=species:S:1:pos:R:3:lowdin_charge:R:1
C 2.4812 0.0457 0.0111 -0.148
C 1.2642 -0.8702 -0.0043 -0.317
C 0.0080 -0.0905 -0.0573 -0.654
Cl -1.4095 -1.1380 0.0169 0.650
C -0.0608 1.2137 0.0447 -0.199
F -1.1336 1.9934 -0.0323 0.050
H 2.6326 0.6278 1.0224 0.116
H 2.2802 0.8986 -0.6798 0.061
H 3.4539 -0.4435 -0.3442 0.096
H 1.3670 -1.5739 0.8266 0.108
H 1.3539 -1.5727 -0.9114 0.138
H 0.9218 1.6765 0.1243 0.100
```

Summary:
SMILES string: CC/C(Cl)=C/F
LUMO, eV: 0.90
Molar mass, g/mol: 108.54



#B
Formula: C4H6ClF
Source: the Open Molecules 2025 dataset
Level of theory: the ωB97M-V functional and the def2-TZVPD basis

XYZ file:
```
12
Properties=species:S:1:pos:R:3:lowdin_charge:R:1
F -1.7389 -1.4944 -0.3630 -0.060
C -1.6090 -0.2973 0.3662 -0.246
C -0.5030 0.5367 -0.1459 -0.183
C 0.8296 -0.2706 -0.0907 -0.192
C 2.0147 0.2689 -0.2673 -0.555
Cl 3.3412 -0.8063 0.0360 0.583
H -2.5507 0.2393 0.1511 0.119
H -1.5399 -0.4267 1.4640 0.128
H -0.4133 1.4904 0.4913 0.149
H -0.7470 0.7513 -1.1844 0.112
H 0.6134 -1.2473 0.1545 0.070
H 2.3028 1.2559 -0.6118 0.074
```

Summary:
SMILES string: FCC/C=C/Cl
LUMO, eV: 1.02
Molar mass, g/mol: 108.54



#C
Formula: C4H6ClF
Source: the Open Molecules 2025 dataset
Level of theory: the ωB97M-V functional and the def2-TZVPD basis

XYZ file:
```
12
Properties=species:S:1:pos:R:3:lowdin_charge:R:1
C 2.1203 -1.0855 0.2227 -0.106
C 0.7969 -0.4253 0.0082 -0.683
Cl 0.8120 1.3231 -0.0626 0.675
C -0.4023 -1.0423 -0.1983 -0.103
C -1.7113 -0.3437 -0.5288 -0.192
F -2.4294 0.1029 0.6271 -0.093
H 2.7780 -0.5893 -0.4800 0.072
H 2.1136 -2.1387 -0.0250 0.084
H 2.4990 -0.8282 1.1777 0.068
H -0.2845 -2.0847 -0.0915 0.087
H -1.5204 0.5905 -1.1026 0.097
H -2.3466 -0.9868 -1.0814 0.093
```

Summary:
SMILES string: C/C(Cl)=C/CF
LUMO, eV: 0.88
Molar mass, g/mol: 108.54



Short version: #C is the most stable of them.



#A
Formula: C4H9NO
Source: the Open Molecules 2025 dataset
Level of theory: the ωB97M-V functional and the def2-TZVPD basis

XYZ file:
```
15
Properties=species:S:1:pos:R:3:lowdin_charge:R:1
C 2.4033 1.0120 0.6381 -0.071
C 1.1648 0.4242 0.0440 -0.246
N 0.1929 0.0126 0.7537 0.058
C -0.4489 -1.1265 0.1197 -0.306
O -1.8343 -1.2127 0.0949 -0.167
C -2.5609 -0.0813 -0.3292 -0.107
H 2.2164 1.9272 1.2017 0.078
H 2.7878 0.2562 1.3355 0.083
H 3.1595 1.1758 -0.1346 0.069
H 1.1952 0.2259 -1.0411 0.110
H 0.0264 -1.2652 -0.8772 0.113
H -0.1281 -1.9748 0.7359 0.130
H -3.3838 -0.4309 -0.9647 0.085
H -1.9404 0.6223 -0.8987 0.083
H -2.9827 0.4383 0.5420 0.087
```

Summary:
SMILES string: C/C=N/COC
LUMO, eV: 1.08
Molar mass, g/mol: 87.12



#B
Formula: C4H9NO
Source: the Open Molecules 2025 dataset
Level of theory: the ωB97M-V functional and the def2-TZVPD basis

XYZ file:
```
15
Properties=species:S:1:pos:R:3:lowdin_charge:R:1
C -1.3646 -0.1878 0.8053 -0.044
C 0.1307 0.2019 0.5392 -0.361
C 0.3399 1.5606 -0.1047 -0.084
C 0.8214 -0.9958 -0.0612 -0.525
N 0.7121 -1.1221 -1.4676 0.163
O 0.9525 -1.9314 0.6790 0.059
H -1.4231 -1.2549 0.7601 0.053
H -2.1542 0.2192 0.0924 0.102
H -1.4904 -0.0692 1.9090 0.089
H 0.6510 0.3279 1.5139 0.140
H 0.3249 2.2202 0.6567 0.032
H 1.3262 1.6303 -0.5533 0.073
H -0.3282 1.7659 -1.0299 0.112
H 0.6859 -0.2655 -1.9830 0.076
H 0.8159 -2.0992 -1.7561 0.115
```

Summary:
SMILES string: CC(C)C(N)=O
LUMO, eV: 0.89
Molar mass, g/mol: 87.12



Short version: #B is the most stable of them.



#A
Formula: C4H9NO
Source: the Open Molecules 2025 dataset
Level of theory: the ωB97M-V functional and the def2-TZVPD basis

XYZ file:
```
15
Properties=species:S:1:pos:R:3:lowdin_charge:R:1
C 0.4781 1.2084 -1.2955 -0.179
C -0.3020 0.7912 -0.0636 -0.280
C 0.5842 0.1965 1.0310 -0.236
N 0.4763 -1.2255 0.7418 0.012
C -0.6235 -1.5766 0.0620 -0.183
O -1.9148 -1.3608 0.3310 0.039
H -0.1952 1.5631 -2.0854 0.059
H 1.2036 2.0210 -1.1028 0.062
H 1.0541 0.3722 -1.7189 0.059
H -1.9345 -0.3832 0.4180 0.091
H -0.8875 1.6462 0.3118 0.068
H 0.2034 0.4241 2.0351 0.104
H 1.6558 0.4729 1.0183 0.107
H 1.2736 -1.8491 0.7292 0.137
H -0.5161 -2.5304 -0.4624 0.140
```

Summary:
LUMO, eV: 0.50
Molar mass, g/mol: 87.12



#B
Formula: C4H9NO
Source: the Open Molecules 2025 dataset
Level of theory: the ωB97M-V functional and the def2-TZVPD basis

XYZ file:
```
15
Properties=species:S:1:pos:R:3:lowdin_charge:R:1
C 3.5010 -0.5087 -1.0056 -0.029
C 2.4700 0.2992 -0.6427 -0.241
C 1.1586 -0.1149 -0.2550 -0.136
C 0.2098 0.8576 -0.0761 -0.207
N -1.1306 0.5834 0.2506 -0.018
H 4.1390 -0.1840 -1.8388 0.047
H 3.3594 -1.6461 -0.7657 0.085
H 2.5781 1.3304 -0.9918 0.096
H 0.8640 -0.9439 0.3107 0.086
H 0.3636 1.9588 -0.2080 0.124
H -1.9697 0.7884 -0.3284 0.092
H -1.3224 -0.3348 0.8147 0.115
O -4.4422 -0.7386 1.3804 -0.071
H -5.0314 -1.4503 1.1446 0.024
H -3.5644 -0.8928 0.9420 0.034
```

Summary:
SMILES string: C=C/C=C/N.O
LUMO, eV: 0.58
Molar mass, g/mol: 87.12



#C
Formula: C4H9NO
Source: the Open Molecules 2025 dataset
Level of theory: the ωB97M-V functional and the def2-TZVPD basis

XYZ file:
```
15
Properties=species:S:1:pos:R:3:lowdin_charge:R:1
C -2.0909 0.5015 0.0971 -0.091
C -1.2353 -0.4681 -0.7184 -0.233
N 0.1955 -0.2032 -0.6125 0.032
C 1.0306 -0.5631 0.4011 -0.543
C 2.3894 0.1432 0.2828 -0.008
O 0.7553 -1.3333 1.3037 0.046
H -3.1609 0.3210 -0.0629 0.072
H -1.8793 1.5378 -0.1889 0.070
H -1.8802 0.3853 1.1640 0.074
H -1.4255 -1.4976 -0.3994 0.117
H -1.5110 -0.4107 -1.7790 0.112
H 0.6231 0.5186 -1.1641 0.115
H 2.5484 0.7492 -0.6221 0.072
H 3.1829 -0.6032 0.3180 0.081
H 2.4954 0.8142 1.1388 0.084
```

Summary:
SMILES string: CCNC(C)=O
LUMO, eV: 0.89
Molar mass, g/mol: 87.12



Short version: #C is the most stable of them.



#A
Formula: H18O9
Source: the Open Molecules 2025 dataset
Level of theory: the ωB97M-V functional and the def2-TZVPD basis

XYZ file:
```
27
Properties=species:S:1:pos:R:3:lowdin_charge:R:1
O -0.1479 -0.3154 -0.6479 -0.055
H -0.6494 0.3786 -0.2236 0.024
H -0.5694 -1.1226 -0.2846 0.035
O 3.4478 -2.3132 0.1346 -0.052
H 4.3998 -2.2529 0.1285 0.068
H 3.2274 -1.4633 -0.0667 0.006
O -3.6852 3.6631 0.2920 -0.043
H -2.9737 3.5173 -0.2863 -0.002
H -3.8150 2.7287 0.5654 0.012
O -4.0195 0.4243 0.9153 -0.070
H -4.7928 -0.0972 1.0213 0.017
H -3.7968 0.8741 1.7979 0.090
O -0.1660 3.4672 4.0777 -0.075
H 0.6100 3.6479 4.5997 0.018
H 0.1487 2.9338 3.2999 0.056
O 1.6718 2.0066 -2.6810 -0.012
H 2.0032 2.7850 -2.3911 -0.033
H 2.4661 1.4600 -2.6478 0.017
O 1.6159 -2.8933 0.1330 -0.084
H 1.9744 -2.3803 -0.6105 0.037
H 1.1672 -2.2132 0.6108 0.013
O 3.3786 -0.6823 -3.4158 -0.110
H 3.0505 -1.6438 -3.6390 0.103
H 3.4973 -0.3967 -4.3433 0.042
O -2.9051 -3.5706 1.5291 -0.027
H -3.1080 -3.3631 0.6495 -0.002
H -2.0299 -3.1787 1.4829 0.027
```

Summary:
SMILES string: O.O.O.O.O.O.O.O.O
LUMO, eV: -0.10
Molar mass, g/mol: 162.13



#B
Formula: H18O9
Source: the Open Molecules 2025 dataset
Level of theory: the ωB97M-V functional and the def2-TZVPD basis

XYZ file:
```
27
Properties=species:S:1:pos:R:3:lowdin_charge:R:1
O 13.0127 17.0189 -15.6741 -0.050
H 13.6856 17.3513 -16.2805 0.045
H 12.3031 17.6805 -15.7017 0.024
O 8.9577 20.0853 -20.1764 -0.059
H 9.2126 20.9539 -20.5047 0.039
H 9.4097 20.0114 -19.3289 -0.007
O 7.6975 19.4653 -17.4252 -0.042
H 7.0687 19.4334 -18.1567 0.067
H 7.2539 19.9556 -16.7215 0.050
O 7.9700 19.6515 -14.2440 -0.063
H 8.8988 19.9243 -14.2261 0.017
H 7.4837 20.4815 -14.1879 0.034
O 9.9928 21.8118 -15.1936 -0.061
H 10.7188 22.2743 -14.7623 0.043
H 10.3669 21.5032 -16.0391 0.001
O 10.7077 15.6745 -17.6057 -0.050
H 11.0683 14.9321 -18.1031 0.060
H 11.4821 16.1261 -17.2352 0.019
O 7.6416 15.4088 -17.4998 -0.062
H 8.1275 14.9786 -18.2092 0.022
H 8.3201 15.6399 -16.8559 0.015
O 10.2483 18.5092 -16.8452 -0.064
H 10.2117 17.5975 -17.1662 0.018
H 9.3395 18.8548 -16.9802 0.013
O 11.1643 21.0085 -17.8191 -0.064
H 12.1197 20.8851 -17.8223 0.055
H 10.8066 20.1602 -17.4771 -0.001
```

Summary:
SMILES string: O.O.O.O.O.O.O.O.O
LUMO, eV: 0.11
Molar mass, g/mol: 162.14



Short version: #B is the most stable of them.